{
  "formula": "C47H37N4OSiW",
  "method": "ωB97M-V with the def2-TZVPD basis set",
  "symbols": ["W", "C", "C", "C", "C", "C", "C", "C", "C", "C", "C", "C", "C", "C", "C", "C", "C", "C", "C", "C", "N", "C", "C", "C", "C", "C", "C", "C", "C", "C", "C", "C", "C", "N", "C", "C", "C", "C", "C", "N", "C", "C", "C", "C", "C", "C", "C", "C", "N", "H", "H", "H", "H", "H", "H", "H", "H", "H", "H", "H", "H", "H", "H", "H", "H", "H", "H", "H", "H", "H", "H", "H", "H", "H", "H", "H", "H", "C", "Si", "C", "C", "O", "H", "H", "H", "H", "H", "H", "H", "H", "H"],
  "xyz": [[0.3999, 0.0708, 0.0944], [-5.5649, 1.6422, -3.6260], [-4.4111, 1.2496, -4.2901], [-3.3622, 0.6773, -3.5955], [-3.4452, 0.4454, -2.2105], [-4.5754, 0.9536, -1.5457], [-5.6232, 1.5227, -2.2449], [-2.3590, -0.1959, -1.4789], [-2.4614, -0.5021, -0.0875], [-3.5879, -1.0230, 0.5853], [-3.1610, -1.5344, 1.7887], [-1.7813, -1.2921, 1.8903], [-0.9696, -1.4458, 3.0135], [-1.5271, -2.1857, 4.1746], [-1.8753, -1.5667, 5.3700], [-2.3992, -2.3146, 6.4144], [-2.5720, -3.6835, 6.2768], [-2.2263, -4.3076, 5.0861], [-1.7139, -3.5611, 4.0377], [0.3104, -0.9182, 3.0754], [0.9922, -0.3472, 1.9836], [2.2110, 0.1094, 2.5041], [3.3037, 0.4981, 1.7218], [4.5540, 0.9842, 2.3680], [5.2963, 0.1500, 3.2031], [6.4968, 0.5837, 3.7430], [6.9738, 1.8540, 3.4528], [6.2447, 2.6883, 2.6184], [5.0430, 2.2555, 2.0782], [3.3759, 0.2113, 0.3554], [4.5750, 0.0401, -0.3830], [4.2773, -0.7276, -1.4723], [2.8813, -0.9532, -1.4855], [2.3053, -0.2955, -0.3832], [2.1627, -1.7349, -2.3806], [0.7683, -1.7141, -2.4310], [-0.0450, -2.1610, -3.4885], [-1.2875, -1.5910, -3.3324], [-1.2657, -0.8233, -2.1488], [-0.0091, -0.9357, -1.5711], [2.8729, -2.6227, -3.3332], [2.6779, -3.9987, -3.2112], [3.3484, -4.8759, -4.0479], [4.2074, -4.3871, -5.0220], [4.3832, -3.0192, -5.1657], [3.7211, -2.1376, -4.3242], [2.2167, -0.0704, 3.9101], [1.0900, -0.7642, 4.2432], [-1.3413, -0.6640, 0.7247], [-6.3951, 2.0650, -4.1756], [-4.3234, 1.4053, -5.3575], [-2.4536, 0.4352, -4.1254], [-4.6227, 0.9254, -0.4670], [-6.4883, 1.8873, -1.7066], [-4.5811, -1.0999, 0.1780], [-3.7549, -2.0370, 2.5348], [-1.7557, -0.4948, 5.4755], [-2.6775, -1.8221, 7.3368], [-2.9803, -4.2609, 7.0955], [-2.3555, -5.3757, 4.9724], [-1.4507, -4.0391, 3.1017], [4.9435, -0.8540, 3.4054], [7.0665, -0.0751, 4.3854], [7.9162, 2.1868, 3.8669], [6.6153, 3.6782, 2.3865], [4.4767, 2.9116, 1.4277], [5.5479, 0.3811, -0.0715], [4.9714, -1.0997, -2.2073], [0.2739, -2.8019, -4.2944], [-2.1469, -1.7437, -3.9618], [2.0083, -4.3757, -2.4480], [3.1969, -5.9414, -3.9366], [4.7363, -5.0737, -5.6696], [5.0333, -2.6354, -5.9409], [3.8415, -1.0683, -4.4498], [3.0049, 0.2456, 4.5712], [0.7997, -1.1256, 5.2162], [-1.1601, 2.4889, 1.6829], [-0.1456, 3.0612, 0.1798], [1.6269, 3.3829, 0.7523], [-0.9262, 4.4544, -0.7921], [-0.0055, 1.6728, -0.7517], [-1.3208, 3.2995, 2.3978], [-0.6623, 1.6876, 2.2346], [-2.1467, 2.1325, 1.3751], [1.7879, 4.4384, 0.9876], [2.3386, 3.1159, -0.0327], [1.8725, 2.8195, 1.6524], [-0.3771, 5.3847, -0.6406], [-1.9610, 4.6241, -0.4928], [-0.9176, 4.2297, -1.8599]],
  "forces_ev_per_angstrom": [[0.2686, 0.6085, -1.5920], [0.0060, 0.0013, -0.0177], [-0.0342, 0.0369, -0.0275], [0.0406, -0.0725, 0.1484], [-0.1911, 0.1368, -0.1201], [0.0999, -0.0643, -0.0051], [-0.0418, 0.0344, -0.0050], [-0.0606, -0.1484, 0.0486], [0.4469, -0.3747, -0.4297], [-0.1817, 0.0479, 0.3389], [-0.0445, 0.0245, -0.1682], [0.3191, 0.1647, 0.2330], [-0.0078, 0.1669, -0.0650], [-0.0450, -0.1636, 0.0450], [0.0064, 0.0918, -0.0581], [-0.0066, 0.0348, 0.0273], [0.0019, -0.0145, 0.0082], [-0.0206, 0.0008, 0.0275], [0.0119, 0.0538, -0.0205], [-0.3803, -0.0309, -0.1976], [0.3197, -0.0232, 0.8368], [-0.1043, -0.0113, -0.4958], [0.0711, 0.1388, -0.0931], [0.0869, -0.0233, 0.0701], [-0.0231, -0.0032, -0.0642], [0.0247, -0.0065, 0.0466], [0.0001, -0.0050, -0.0206], [0.0454, 0.0162, 0.0281], [-0.0792, 0.0263, 0.0066], [-0.4150, -0.2519, 0.2834], [0.1689, -0.0245, -0.2435], [0.1326, 0.1664, 0.1737], [-0.3630, -0.2634, -0.1898], [0.9067, -0.2371, -0.0887], [0.0058, 0.2104, 0.0392], [0.2333, 0.0316, 0.0638], [-0.1377, 0.0569, 0.0433], [0.1260, 0.0531, -0.1879], [-0.0471, -0.0903, 0.4911], [-0.3437, -0.4908, -0.4114], [0.0454, -0.0863, -0.0462], [0.0451, 0.0654, -0.0098], [-0.0187, -0.0119, -0.0053], [0.0035, -0.0506, 0.0001], [0.0177, 0.0300, -0.0323], [-0.0674, 0.0426, 0.0206], [-0.0726, -0.0073, 0.2619], [0.1524, 0.0639, -0.0083], [-1.0634, -0.4627, 0.0813], [0.0181, 0.0387, 0.0121], [0.0098, -0.0202, 0.0035], [-0.0107, -0.0409, -0.0457], [-0.0480, -0.0044, -0.0221], [0.0074, -0.0080, 0.0056], [0.0236, 0.0381, -0.0261], [0.0011, 0.0088, -0.0071], [0.0144, -0.0060, -0.0001], [0.0013, -0.0081, 0.0008], [0.0101, -0.0083, -0.0072], [-0.0134, 0.0047, 0.0034], [0.0107, -0.0233, 0.0226], [-0.0069, -0.0009, 0.0124], [-0.0033, -0.0038, -0.0129], [-0.0130, 0.0115, 0.0102], [-0.0189, 0.0011, -0.0067], [-0.0001, -0.0215, -0.0100], [-0.0135, -0.0199, 0.0468], [-0.0190, -0.0697, 0.0290], [0.0463, 0.0099, 0.0272], [-0.0258, 0.0343, 0.0158], [0.0136, -0.0053, 0.0097], [0.0237, 0.0005, -0.0124], [-0.0152, 0.0146, -0.0181], [0.0054, 0.0030, 0.0136], [0.0280, -0.0031, 0.0063], [0.0410, -0.0132, -0.0319], [0.0404, 0.0127, -0.0003], [0.0011, 0.4180, -0.4263], [0.0631, 1.0361, 1.1614], [-0.3705, 0.3684, -0.2546], [0.1044, -0.3047, 0.0597], [0.1756, -0.5742, 0.6918], [0.0692, 0.0638, -0.0540], [0.0331, -0.0498, 0.0443], [0.0042, -0.0443, 0.0024], [-0.0339, -0.0184, 0.0067], [0.0079, -0.0115, -0.0084], [-0.0198, -0.1166, 0.0263], [0.0190, -0.0226, 0.0202], [-0.0064, -0.0562, 0.0002], [0.0090, 0.0039, -0.0085]],
  "mulliken_spin": [1.00, 0.08, -0.04, 0.08, 0.01, 0.07, -0.04, 0.14, -0.05, 0.15, -0.08, 0.16, 0.00, -0.03, 0.00, 0.00, 0.00, 0.00, 0.00, 0.16, -0.01, -0.07, 0.10, 0.04, 0.02, 0.00, 0.01, 0.00, 0.03, -0.05, 0.11, -0.06, 0.15, -0.08, -0.01, 0.15, -0.07, 0.13, -0.03, -0.04, -0.03, 0.00, 0.00, 0.00, 0.00, 0.00, 0.11, -0.08, 0.02, 0.01, 0.00, 0.01, 0.01, 0.00, 0.01, 0.00, 0.00, 0.00, 0.00, 0.00, 0.00, 0.00, 0.00, 0.00, 0.00, 0.00, 0.01, 0.00, -0.01, 0.01, 0.00, 0.00, 0.00, 0.00, 0.00, 0.01, -0.01, 0.02, 0.02, 0.01, 0.00, -0.01, 0.00, -0.01, 0.00, 0.00, 0.00, 0.00, 0.00, 0.00, 0.00],
  "s_squared": 2.100,
  "spin_multiplicity": 3,
  "homo_ev": [-8.543, -9.686],
  "max_force_ev_per_a": 1.725,
  "charge": 1
}